118
Properties=species:S:1:pos:R:3:forces:R:3:lowdin_charge:R:1 method="wB97M-V/def2-TZVPD" e_lumo_ev=-0.36 charge=0 orbital_gap_ev=8.06 homo_ev=-8.4 multiplicity=3 s2=2.01 max_force_ev_per_a=10.56
C -2.565653 -8.770287 -3.433138 -2.017 9.530 1.615 0.05
C -2.741386 -7.366878 -3.229223 1.088 -8.558 -1.604 -0.07
C -2.788035 -5.698318 -3.242818 0.550 -0.803 -1.577 -0.13
C -1.852483 -5.015833 -2.051613 -1.028 -0.333 1.170 -0.31
C -2.488561 -5.629414 -0.631541 -0.269 -1.167 0.430 -0.13
C -4.099643 -5.732317 -0.524497 -4.996 -0.767 0.597 -0.08
C -5.159864 -4.441524 -0.423656 -1.481 -2.291 0.089 -0.04
C -6.789281 -4.563013 -0.312037 1.538 -3.224 -0.294 -0.09
C -7.538435 -6.020659 -0.291625 5.287 -0.139 -0.229 -0.08
C -6.537310 -7.333298 -0.339236 0.659 3.607 -0.127 -0.03
C -4.867832 -7.218648 -0.446497 -2.073 2.413 -0.045 -0.12
C -4.134823 -8.674711 -0.425975 -0.639 -0.174 0.596 -0.15
C -0.312244 -5.552329 -1.998092 -2.589 -0.909 -0.443 -0.43
P 0.822872 -5.305236 -3.496177 3.019 0.486 -1.166 0.95
N 0.045270 -5.870997 -5.045628 0.260 -0.429 0.993 -0.21
O 1.120655 -3.587722 -3.846361 -0.417 -2.231 -0.963 -0.38
O 0.341865 -5.179373 -0.709309 -1.659 2.155 -1.977 -0.27
S 0.375358 -3.505542 -0.449572 7.720 1.991 6.924 0.80
O 1.762391 -3.017175 -0.933640 -5.401 -1.614 -0.163 -0.34
O 0.422012 -3.329482 1.121521 -1.310 -1.341 -5.951 -0.39
C -1.100776 -2.534964 -1.040504 -2.485 0.668 -0.161 -0.60
Cl -2.229544 -2.393762 0.492424 0.843 -0.503 -1.252 0.66
C -0.871588 -0.939311 -1.301749 -0.186 1.271 -0.267 -0.27
C 0.373985 -0.454213 -2.195322 0.431 0.504 -1.568 -0.65
C -0.008444 0.645011 -3.396815 0.452 0.313 0.587 -0.15
Br 1.650032 0.523186 -0.936638 -0.654 -0.718 -0.811 0.61
C -1.989987 -3.347706 -2.143778 -1.814 -0.419 -0.564 -0.22
C -1.951100 -2.775624 -3.680869 -0.123 -0.224 -1.787 -0.13
C -3.485906 -2.574699 -4.323203 -0.388 1.639 0.164 -0.07
C -3.447083 -1.192897 -5.266086 2.802 1.941 -4.762 -0.28
O -2.674450 -1.041186 -6.344932 -4.512 -1.159 6.775 -0.03
O -4.299275 -0.045358 -4.868812 2.370 -2.232 -0.235 -0.02
H -2.786373 -9.936970 -3.433656 0.664 3.252 0.060 0.07
H -2.422273 -5.413768 -4.343354 -0.405 -0.694 2.522 0.10
H -3.911068 -5.289772 -3.233201 2.464 -1.298 0.585 0.14
H -2.034924 -5.153511 0.333034 -0.967 -0.565 -1.922 0.11
H -2.089334 -6.755912 -0.597548 -1.024 2.409 -0.136 0.12
H -4.747674 -3.320971 -0.405534 -0.881 -2.844 -0.016 0.05
H -7.485674 -3.595501 -0.254728 1.985 -2.270 -0.151 0.09
H -8.706875 -6.187816 -0.245687 2.769 0.573 -0.070 0.09
H -7.085474 -8.393160 -0.295066 1.660 2.475 -0.136 0.09
H -4.691432 -9.400299 -1.181613 1.121 1.610 1.647 0.09
H -4.251172 -9.112688 0.677764 0.190 0.905 -2.419 0.10
H -3.006430 -8.708277 -0.690680 -2.096 0.436 0.430 0.04
H -0.382191 -6.744999 -1.914723 0.269 2.553 -0.422 0.15
H 0.829943 -5.834129 -5.749148 -0.994 -0.061 1.078 0.04
H -0.157978 -6.901099 -4.920736 0.156 1.361 -0.160 0.03
H 1.789184 -3.621458 -4.603240 -1.180 0.098 1.597 0.07
H -1.868552 -0.541357 -1.826106 2.008 -1.201 1.083 0.14
H -0.826014 -0.328226 -0.276206 -0.021 -1.863 -2.211 0.10
H 1.030994 -1.263835 -2.712257 -1.457 1.124 1.422 0.08
H -1.115904 0.505860 -3.750802 2.121 0.205 0.516 0.06
H 0.131977 1.723492 -2.952502 -0.509 -2.109 -0.910 0.07
H 0.756611 0.566520 -4.304209 -1.798 -0.057 2.002 0.10
H -3.129031 -3.166222 -1.826628 2.645 -0.321 -0.476 0.10
H -1.409990 -3.507315 -4.454390 -0.965 1.614 1.990 0.11
H -1.441568 -1.742606 -3.844595 -0.659 -1.975 0.790 0.10
H -3.819420 -3.482484 -4.985306 0.640 1.943 1.255 0.12
H -4.283675 -2.334307 -3.479907 1.632 -0.716 -1.762 0.13
H -3.901556 0.827792 -5.162159 -0.319 -1.800 -0.104 0.13
C 3.245785 7.219497 0.946623 0.220 0.417 0.144 -0.04
C 2.890345 5.860489 0.282297 -0.598 0.620 1.678 -0.46
C 3.765669 4.698582 0.842034 0.090 0.012 -0.193 -0.14
C 5.206776 4.712352 0.353481 -0.003 0.020 -0.167 -0.19
C 5.259594 4.785035 -1.171466 -0.277 -0.110 0.229 -0.14
C 4.445397 5.982194 -1.730070 1.504 0.866 -0.862 -0.47
N 3.034055 6.011923 -1.205591 -1.242 -4.630 -1.224 -0.03
O 2.325152 4.966673 -1.816960 1.602 3.075 1.328 -0.03
C 5.198021 7.295633 -1.375530 -0.034 0.095 0.212 -0.05
C 4.503004 5.948456 -3.289331 -0.684 -0.357 0.287 -0.05
C 1.426165 5.593648 0.765837 0.005 -0.331 -0.809 -0.04
H 3.218236 8.045819 0.226417 0.109 -0.265 0.067 0.08
H 2.527989 7.512646 1.725038 0.109 -0.397 -0.160 0.08
H 4.228092 7.205778 1.429915 -0.073 0.060 -0.158 0.07
H 3.322931 3.734385 0.563529 -0.166 0.214 -0.072 0.12
H 3.769032 4.722188 1.939282 -0.294 0.163 -0.184 0.11
H 5.749164 5.552543 0.795269 0.031 0.030 -0.027 0.10
H 5.719614 3.804699 0.691649 -0.076 0.116 0.002 0.12
H 6.308092 4.855776 -1.487436 -0.228 0.218 -0.148 0.12
H 4.882295 3.840745 -1.585463 -0.159 0.212 -0.019 0.12
H 4.645140 8.173385 -1.728817 0.023 -0.162 0.061 0.09
H 6.187523 7.320608 -1.850280 -0.311 -0.229 -0.101 0.09
H 5.395403 7.422858 -0.313147 -0.147 -0.023 -0.038 0.05
H 4.100230 5.021717 -3.711699 -0.087 0.183 0.239 0.08
H 5.537179 6.026817 -3.639304 -0.063 0.046 0.339 0.08
H 3.948790 6.790983 -3.715277 -0.009 -0.109 0.095 0.08
H 0.740990 6.373030 0.411046 0.172 -0.083 -0.050 0.09
H 1.380218 5.589055 1.864025 0.365 0.059 -0.316 0.06
H 1.039656 4.621215 0.441951 0.167 0.206 -0.126 0.08
C -0.934219 1.444594 4.943815 -0.431 0.042 0.248 -0.04
C 0.532191 1.574588 4.446510 -1.145 -1.533 -0.174 -0.46
C 1.542669 0.965458 5.465048 0.060 0.226 0.010 -0.14
C 1.751411 1.807069 6.715560 0.032 0.138 -0.019 -0.19
C 2.109044 3.245322 6.345340 0.020 -0.315 -0.213 -0.14
C 1.068105 3.879873 5.385163 -0.518 1.452 1.186 -0.47
N 0.809446 3.025560 4.172278 4.742 -0.536 -1.422 -0.02
O 1.939226 3.100668 3.343534 -3.217 0.100 1.854 -0.03
C -0.244737 4.129005 6.179926 -0.151 -0.171 0.025 -0.05
C 1.537591 5.320793 5.012229 0.213 -0.559 -0.562 -0.05
C 0.566079 0.659559 3.177489 0.581 0.654 -0.165 -0.05
H -1.527720 2.334475 4.702707 0.248 -0.109 0.129 0.08
H -1.474630 0.618110 4.462174 0.439 0.075 0.071 0.08
H -0.996836 1.260464 6.021247 -0.024 0.145 -0.116 0.07
H 2.518054 0.828913 4.982102 -0.184 0.121 -0.187 0.12
H 1.215044 -0.036730 5.769682 -0.167 0.156 -0.292 0.13
H 0.855442 1.784989 7.341688 -0.009 0.039 0.009 0.10
H 2.558123 1.376384 7.319648 -0.119 0.018 -0.066 0.11
H 2.191719 3.838543 7.264818 -0.182 0.128 -0.268 0.12
H 3.106938 3.256741 5.887618 -0.205 0.040 -0.160 0.12
H -1.020969 4.554334 5.533787 0.142 -0.097 0.043 0.09
H -0.077543 4.839476 6.999927 0.228 -0.055 -0.323 0.09
H -0.650417 3.240558 6.659393 0.025 -0.009 -0.154 0.05
H 2.519466 5.338037 4.527368 -0.220 -0.183 -0.030 0.07
H 1.621565 5.943613 5.908434 -0.139 -0.311 0.021 0.08
H 0.815259 5.802636 4.345521 0.062 -0.112 0.025 0.08
H -0.123329 1.022730 2.405738 0.128 0.043 0.142 0.08
H 0.262282 -0.364776 3.435547 -0.002 0.399 0.213 0.09
H 1.565340 0.577583 2.736268 -0.180 0.235 0.075 0.07

107
Properties=species:S:1:pos:R:3:forces:R:3:lowdin_charge:R:1 method="wB97M-V/def2-TZVPD" e_lumo_ev=-4.30 charge=+1 orbital_gap_ev=6.38 homo_ev=-10.7 multiplicity=1 de_lowest_kj_mol=287.52 max_force_ev_per_a=0.70
Ta 0.791932 -0.072423 0.243602 -0.612 -0.299 -0.147 1.51
C -0.126466 -3.585486 0.252621 0.038 0.077 -0.008 -0.01
C -1.149838 -2.890861 -0.621879 0.023 -0.026 -0.072 -0.55
C -2.527294 -2.878559 0.014523 0.021 0.029 -0.033 0.00
C -1.181305 -3.535282 -1.998466 0.036 0.005 0.014 -0.01
O -0.718356 -1.454338 -0.778169 -0.214 0.041 -0.005 -0.33
Si -1.098506 -0.502736 -2.141717 0.036 0.330 -0.163 -0.08
S -0.514704 1.334700 -1.241960 0.328 0.122 0.103 0.45
O -2.649324 -0.595957 -2.490512 -0.085 -0.241 0.194 -0.12
C -3.860260 0.036521 -2.960767 0.029 0.119 -0.054 -0.61
C -3.504943 1.144901 -3.940684 -0.024 0.016 0.046 -0.02
C -4.588291 0.609496 -1.759215 -0.062 -0.052 -0.042 -0.03
C -4.676906 -1.055688 -3.630544 0.027 -0.015 0.008 -0.01
O -0.187398 -1.033198 -3.358977 0.076 -0.044 0.022 -0.12
C 0.196965 -0.576430 -4.662856 -0.025 0.035 -0.076 -0.55
C 1.577791 -1.157613 -4.960952 0.088 0.010 -0.053 -0.17
C 0.222796 0.944848 -4.718219 0.010 0.006 0.018 -0.01
C -0.777157 -1.157438 -5.679131 -0.028 -0.036 0.016 0.00
H -0.315894 -4.658484 0.236008 -0.005 -0.007 0.018 0.11
H -0.189468 -3.259539 1.287287 -0.013 -0.016 0.030 0.06
H 0.887640 -3.424800 -0.114817 -0.010 -0.024 -0.015 0.07
H -2.863757 -3.907533 0.147964 -0.012 0.000 0.003 0.11
H -3.241699 -2.358598 -0.623420 0.001 -0.007 -0.002 0.08
H -2.510726 -2.396690 0.990447 0.004 -0.002 0.035 0.08
H -1.496579 -4.571802 -1.880822 -0.004 -0.013 -0.008 0.11
H -0.195719 -3.518858 -2.462904 -0.008 -0.014 0.000 0.10
H -1.892395 -3.041972 -2.661389 -0.016 -0.017 0.000 0.08
H -2.854869 1.882908 -3.464410 -0.022 -0.002 0.002 0.08
H -4.413380 1.653862 -4.264374 0.009 0.007 -0.005 0.10
H -3.007398 0.750238 -4.825428 -0.018 -0.016 -0.009 0.07
H -4.018610 1.432283 -1.329057 0.030 0.029 -0.007 0.07
H -4.739920 -0.155847 -0.997130 0.007 0.005 -0.009 0.09
H -5.563471 0.989664 -2.066169 0.003 0.019 0.015 0.10
H -4.121781 -1.496605 -4.459288 0.007 0.003 -0.001 0.09
H -5.607771 -0.642969 -4.019253 -0.007 -0.001 0.000 0.10
H -4.919535 -1.842858 -2.915592 -0.002 0.001 0.001 0.09
H 2.646440 0.294959 -4.165376 0.067 -0.002 -0.009 0.07
H 1.802150 -0.974433 -6.016669 -0.024 -0.030 -0.018 0.14
H 1.551308 -2.235753 -4.799813 -0.029 -0.017 -0.014 0.14
H 0.853630 1.364616 -3.932665 0.027 0.001 0.011 0.07
H -0.778625 1.357165 -4.585639 0.016 -0.019 -0.013 0.07
H 0.594756 1.278029 -5.688445 -0.009 0.004 -0.001 0.11
H -0.719458 -2.247135 -5.680735 -0.003 0.000 0.002 0.10
H -0.556246 -0.795788 -6.683243 0.005 0.005 -0.004 0.10
H -1.798056 -0.874662 -5.426718 0.007 0.003 -0.003 0.07
C -4.662328 1.170295 2.780408 -0.007 0.002 0.029 -0.05
C -4.115439 1.336928 1.519904 0.001 0.014 0.005 -0.06
C -2.883377 0.779300 1.208021 0.023 -0.061 0.028 -0.05
C -2.201069 0.057636 2.172241 0.036 -0.058 -0.039 -0.25
C -2.741848 -0.106586 3.448863 -0.010 -0.052 -0.039 -0.02
C -3.973046 0.441862 3.742756 0.000 -0.024 -0.027 -0.06
N -0.868762 -0.448134 1.917033 0.166 0.082 -0.138 -0.04
N -0.497602 -1.261612 2.786912 0.237 0.016 -0.024 0.10
C 0.880958 -1.530588 2.796216 0.050 0.134 0.094 -0.33
C 1.331164 -2.500687 3.679892 -0.062 -0.130 0.046 0.00
C 2.694374 -2.698945 3.825401 -0.042 0.046 -0.033 -0.03
C 3.582986 -1.897195 3.118906 -0.021 0.031 -0.022 -0.04
C 3.115900 -0.921600 2.245416 0.047 -0.071 0.059 -0.10
C 1.750306 -0.715747 2.046476 -0.225 0.032 -0.056 -0.25
H -5.617407 1.618423 3.019949 -0.008 -0.004 0.000 0.11
H -4.649636 1.909125 0.774200 0.008 0.002 -0.007 0.10
H -2.452061 0.913437 0.230611 -0.008 0.024 -0.027 0.02
H -2.176577 -0.626462 4.206338 -0.032 0.025 0.027 0.11
H -4.382754 0.323917 4.736633 -0.007 0.008 0.006 0.12
H 0.610328 -3.074119 4.248598 0.004 0.002 0.004 0.13
H 3.062431 -3.453868 4.506537 0.004 -0.001 0.000 0.12
H 4.649011 -2.026031 3.253486 0.001 0.008 0.007 0.12
H 3.828501 -0.300885 1.727585 0.055 0.000 -0.028 0.08
F 4.981229 2.828454 -0.178254 -0.027 -0.063 -0.042 0.19
C 5.193194 1.552313 -0.415123 -0.019 0.011 0.067 -0.68
F 5.486666 0.913969 0.710255 0.048 0.045 -0.011 0.16
F 6.176628 1.407698 -1.282025 -0.022 -0.036 -0.048 0.18
S 3.651989 0.826769 -1.141977 0.008 -0.186 0.303 0.69
O 2.692043 0.848786 0.022417 0.290 0.121 -0.459 -0.52
O 3.253905 1.629282 -2.246876 -0.043 0.122 -0.133 -0.22
N 4.150120 -0.627606 -1.474880 0.210 0.399 0.036 -0.36
S 3.029917 -1.698164 -1.750844 -0.198 0.148 0.046 0.99
O 1.734405 -0.976426 -1.476650 -0.201 -0.517 0.374 -0.63
O 2.638975 -0.670285 -4.156565 -0.081 0.063 0.126 -0.11
C 3.481885 -5.775509 -0.626012 -0.014 0.049 -0.024 -0.09
F 4.723349 -5.461948 -0.821633 0.049 -0.010 0.045 0.07
F 3.109488 -2.586542 -0.380147 0.145 -0.033 -0.021 -0.31
F 2.902664 -5.528905 -1.771167 -0.061 0.010 -0.006 0.04
C -1.302498 2.112583 5.911026 0.010 -0.008 0.000 -0.08
C -1.844825 2.900218 4.907741 0.020 0.023 0.006 -0.08
C -1.263661 2.916745 3.646804 0.004 0.044 -0.006 -0.11
C -0.128835 2.154669 3.359608 -0.006 -0.094 0.051 -0.32
C 0.405460 1.372704 4.388922 0.005 0.049 -0.019 -0.11
C -0.171912 1.348542 5.649520 -0.016 0.008 0.005 -0.08
Si 0.614494 2.282174 1.635294 -0.038 -0.135 0.094 0.68
C 2.236437 3.203749 1.772976 0.072 -0.040 -0.001 -0.33
C 2.426786 4.384851 1.054740 -0.019 0.005 0.006 -0.11
C 3.563303 5.162240 1.242935 -0.003 -0.004 -0.002 -0.08
C 4.533542 4.762643 2.148060 -0.011 0.002 0.013 -0.09
C 4.372094 3.578207 2.856770 -0.007 0.015 0.012 -0.08
C 3.234887 2.808458 2.669084 0.001 0.036 -0.042 -0.11
H -1.753084 2.096992 6.894987 0.004 0.006 0.009 0.11
H -2.720786 3.504456 5.106583 -0.007 0.003 -0.009 0.11
H -1.701812 3.535726 2.871960 -0.010 0.004 -0.001 0.10
H 1.291161 0.772585 4.214392 0.018 0.012 0.005 0.09
H 0.265688 0.741499 6.432264 0.000 -0.004 0.004 0.11
H -0.321150 3.183836 0.912642 0.037 -0.029 -0.041 -0.02
H 1.668279 4.716273 0.354277 -0.002 0.010 0.002 0.10
H 3.685863 6.082813 0.686921 -0.002 0.002 0.001 0.11
H 5.413268 5.373246 2.304660 0.008 -0.006 -0.002 0.11
H 5.128166 3.263487 3.565043 0.002 -0.001 0.004 0.11
H 3.119322 1.897095 3.244840 -0.018 -0.016 0.025 0.09